Record 1
Entry from the OMol25 dataset: a structure of composition CHBr2FS (ωB97M-V/def2-TZVPD).

Properties
Charge   0
HOMO energy   -9.817 eV
Total energy   -5684.73590 Eh
HOMO-LUMO gap   0.3435 hartree
LUMO   -0.47 eV
2S+1   1
ΔE to the lowest compared entry with this formula, charge and spin   63.7 kJ/mol
Maximum force   0.063 Eh/bohr

Positions of all 6 atoms, in Å:
C: 1.224 -0.677 -1.658
F: 1.053 0.326 -2.479
S: 1.034 0.157 0.264
Br: 3.026 -1.365 -1.927
Br: -0.045 -2.100 -1.874
H: 1.832 -0.535 1.104


Record 2
Entry from the OMol25 dataset: an isolated molecule of CHBr2NO (ωB97M-V/def2-TZVPD).

Properties
SMILES string   O=C(Br)NBr
Charge   0
HOMO energy   -9.735 eV
Total energy   -5316.68336 Eh
HOMO-LUMO gap   0.3565 hartree
LUMO   -0.03 eV
2S+1   1
ΔE to the lowest compared entry with this formula, charge and spin   56.0 kJ/mol
Maximum force   0.087 Eh/bohr

Positions of all 6 atoms, in Å:
O: 2.300 0.518 1.720
C: 1.196 0.601 1.291
Br: -0.185 1.618 2.145
N: 0.710 0.125 -0.168
Br: 1.696 -1.114 -1.057
H: -0.242 -0.039 -0.409


Record 3
Entry from the OMol25 dataset: a cluster of 3 separate species, CHBr2O2P in total (ωB97M-V/def2-TZVPD).

Properties
Charge   0
HOMO energy (spin up / spin down)   -8.310 / -8.278 eV
Total energy   -5678.54040 Eh
HOMO-LUMO gap (spin up / spin down)   0.2548 / 0.2524 hartree
LUMO (spin up / spin down)   -1.38 / -1.41 eV
2S+1   1
ΔE to the lowest compared entry with this formula, charge and spin   213.3 kJ/mol
Maximum force   0.036 Eh/bohr

Positions of all 7 atoms, in Å:
C: -1.656 -1.069 1.107
O: -2.486 -1.447 0.419
O: -0.834 -0.686 1.804
P: 0.608 2.216 1.098
Br: 0.385 2.991 -0.910
Br: 1.378 -0.973 -1.423
H: 2.606 -1.031 -2.095


Record 4
Entry from the OMol25 dataset: a structure of composition CHBr3 (ωB97M-V/def2-TZVPD).

Properties
Charge   0
HOMO energy   -10.288 eV
Total energy   -7760.72296 Eh
HOMO-LUMO gap   0.3702 hartree
LUMO   -0.21 eV
2S+1   1
ΔE to the lowest compared entry with this formula, charge and spin   21.0 kJ/mol
Maximum force   0.023 Eh/bohr

Positions of all 5 atoms, in Å:
C: 0.168 -0.024 -0.010
Br: -0.026 1.126 -1.609
Br: -0.999 -1.606 -0.233
Br: -0.359 0.747 1.654
H: 1.216 -0.243 0.199


Record 5
Entry from the OMol25 dataset: a structure of composition CHBr4Mn (ωB97M-V/def2-TZVPD).

Properties
Charge   +1
HOMO energy (spin up / spin down)   -12.226 / -12.226 eV
Total energy   -11485.26619 Eh
HOMO-LUMO gap (spin up / spin down)   0.1178 / 0.1304 hartree
LUMO (spin up / spin down)   -9.02 / -8.68 eV
2S+1   6
ΔE to the lowest compared entry with this formula, charge and spin   416.5 kJ/mol
Maximum force   0.035 Eh/bohr
<S²>   8.78

Positions of all 7 atoms, in Å:
Mn: -0.481 -4.679 -2.937
Br: 2.819 -3.577 -1.038
C: -0.365 1.545 0.770
Br: 0.217 2.782 2.182
Br: -0.596 2.518 -0.946
Br: -2.043 0.576 1.338
H: 0.450 0.834 0.631


Record 6
Entry from the OMol25 dataset: a cluster of 2 separate species, CHBrCl2 in total (ωB97M-V/def2-TZVPD).

Properties
Charge   0
HOMO energy (spin up / spin down)   -11.464 / -8.306 eV
Total energy   -3532.96936 Eh
HOMO-LUMO gap (spin up / spin down)   0.3869 / 0.1600 hartree
LUMO (spin up / spin down)   -0.94 / -3.95 eV
2S+1   1
ΔE to the lowest compared entry with this formula, charge and spin   251.7 kJ/mol
Maximum force   0.049 Eh/bohr

Positions of all 5 atoms, in Å:
C: 1.281 -0.328 0.715
Cl: 1.672 -0.017 -0.858
Cl: -1.256 2.276 0.976
Br: 1.147 -2.033 1.376
H: 1.153 0.382 1.436


Record 7
Entry from the OMol25 dataset: an isolated molecule of CHBrF2 (ωB97M-V/def2-TZVPD).

Properties
SMILES string   FC(F)Br
Charge   0
HOMO energy   -11.397 eV
Total energy   -2812.41472 Eh
HOMO-LUMO gap   0.4443 hartree
LUMO   0.69 eV
2S+1   1
ΔE to the lowest compared entry with this formula, charge and spin   46.7 kJ/mol
Maximum force   0.113 Eh/bohr

Positions of all 5 atoms, in Å:
F: 0.840 -1.139 -0.152
C: 0.041 0.025 -0.003
F: -0.313 0.435 -1.235
Br: -1.428 -0.301 1.036
H: 0.859 0.980 0.354


Record 8
Entry from the OMol25 dataset: a structure of composition CHBrFI (ωB97M-V/def2-TZVPD).

Properties
Charge   0
HOMO energy   -9.939 eV
Total energy   -3010.24404 Eh
HOMO-LUMO gap   0.3575 hartree
LUMO   -0.21 eV
2S+1   1
ΔE to the lowest compared entry with this formula, charge and spin   7.6 kJ/mol
Maximum force   0.063 Eh/bohr

Positions of all 5 atoms, in Å:
C: -0.113 -0.132 0.046
F: -1.374 -0.455 0.406
Br: 0.411 -0.524 -1.840
I: 0.517 1.805 0.572
H: 0.559 -0.695 0.816


Record 9
Entry from the OMol25 dataset: a cluster of 2 separate species, CHBrFNO in total (ωB97M-V/def2-TZVPD).

Properties
Charge   0
HOMO energy (spin up / spin down)   -8.909 / -8.599 eV
Total energy   -2842.39773 Eh
HOMO-LUMO gap (spin up / spin down)   0.3342 / 0.2912 hartree
LUMO (spin up / spin down)   0.18 / -0.67 eV
2S+1   1
ΔE to the lowest compared entry with this formula, charge and spin   189.5 kJ/mol
Maximum force   0.045 Eh/bohr

Positions of all 6 atoms, in Å:
C: 0.488 0.522 -0.283
N: 1.468 -1.816 2.501
O: 2.175 -0.925 2.602
F: 1.432 0.328 -1.284
Br: 1.433 1.101 1.250
H: -0.315 -0.324 -0.253


Record 10
Entry from the OMol25 dataset: a structure of composition CHBrN2O3 (ωB97M-V/def2-TZVPD).

Properties
Charge   0
HOMO energy   -9.785 eV
Total energy   -2947.73279 Eh
HOMO-LUMO gap   0.3153 hartree
LUMO   -1.20 eV
2S+1   1
ΔE to the lowest compared entry with this formula, charge and spin   33.3 kJ/mol
Maximum force   0.056 Eh/bohr

Positions of all 8 atoms, in Å:
C: 0.053 -0.022 -0.583
N: -1.697 0.544 -0.046
N: 0.866 -0.606 0.429
O: 0.631 -1.776 0.656
O: -1.828 0.732 1.077
O: 1.684 0.086 0.989
Br: 0.518 1.736 -1.136
H: -0.227 -0.694 -1.386


Record 11
Entry from the OMol25 dataset: a structure of composition CHBrNO2 (ωB97M-V/def2-TZVPD).

Properties
Charge   -1
HOMO energy (spin up / spin down)   -2.998 / -4.788 eV
Total energy   -2817.84962 Eh
HOMO-LUMO gap (spin up / spin down)   0.2419 / 0.2266 hartree
LUMO (spin up / spin down)   3.58 / 1.38 eV
2S+1   3
ΔE to the lowest compared entry with this formula, charge and spin   0.0 kJ/mol
Maximum force   0.107 Eh/bohr
<S²>   2.01

Positions of all 6 atoms, in Å:
C: -1.227 -0.484 1.110
N: -0.338 0.127 0.335
O: -2.169 -1.006 1.832
O: 0.815 -0.422 -0.178
Br: 1.903 1.386 -2.276
H: 1.017 0.400 -0.823


Record 12
Entry from the OMol25 dataset: an isolated molecule of CHBrO (ωB97M-V/def2-TZVPD).

Properties
Charge   0
HOMO energy   -9.213 eV
Total energy   -2687.69717 Eh
HOMO-LUMO gap   0.3030 hartree
LUMO   -0.97 eV
2S+1   1
ΔE to the lowest compared entry with this formula, charge and spin   655.0 kJ/mol
Maximum force   0.072 Eh/bohr

Positions of all 4 atoms, in Å:
C: -0.234 1.514 1.294
O: -0.201 -0.952 -0.488
Br: -0.261 0.911 -0.294
H: 0.696 -1.473 -0.511


Record 13
Entry from the OMol25 dataset: a structure of composition CHCaF3MgNO3S2 (ωB97M-V/def2-TZVPD).

Properties
Charge   +1
HOMO energy   -11.420 eV
Total energy   -2292.53065 Eh
HOMO-LUMO gap   0.2073 hartree
LUMO   -5.78 eV
2S+1   1
ΔE to the lowest compared entry with this formula, charge and spin   97.6 kJ/mol
Maximum force   0.052 Eh/bohr

Positions of all 13 atoms, in Å:
Mg: -0.338 0.926 2.984
N: 0.159 0.048 0.105
S: -1.430 0.236 0.312
O: -1.789 0.830 1.699
S: 1.209 -0.185 1.508
O: 2.303 -2.136 0.427
C: -1.610 1.789 -0.725
F: -1.338 1.497 -1.987
F: -0.773 2.716 -0.294
F: -2.854 2.227 -0.636
Ca: 1.398 -1.256 -1.144
O: 2.672 -2.892 -1.200
H: 2.391 -3.800 -1.048


Record 14
Entry from the OMol25 dataset: a structure of composition CHCl2F (ωB97M-V/def2-TZVPD).

Properties
Charge   0
HOMO energy   -11.110 eV
Total energy   -1058.91375 Eh
HOMO-LUMO gap   0.4344 hartree
LUMO   0.71 eV
2S+1   1
ΔE to the lowest compared entry with this formula, charge and spin   87.2 kJ/mol
Maximum force   0.073 Eh/bohr

Positions of all 5 atoms, in Å:
C: 0.085 0.052 0.209
H: -0.123 0.389 1.337
F: -0.069 1.189 -0.650
Cl: 1.423 -0.778 -0.450
Cl: -1.315 -0.852 -0.445


Record 15
Entry from the OMol25 dataset: a cluster of 2 separate species, CHCl2FS in total (ωB97M-V/def2-TZVPD).

Properties
Charge   0
HOMO energy   -9.511 eV
Total energy   -1457.06355 Eh
HOMO-LUMO gap   0.3021 hartree
LUMO   -1.29 eV
2S+1   1
ΔE to the lowest compared entry with this formula, charge and spin   145.0 kJ/mol
Maximum force   0.066 Eh/bohr

Positions of all 6 atoms, in Å:
C: 0.574 -0.176 0.082
F: 0.179 -0.341 1.331
S: -1.511 0.699 -0.865
Cl: 0.871 -1.712 -0.667
Cl: 1.820 1.002 -0.282
H: -1.934 0.528 0.402


Record 16
Entry from the OMol25 dataset: an isolated molecule of CHCl2NO2 (ωB97M-V/def2-TZVPD).

Properties
SMILES string   [O-][N+](O)=C(Cl)Cl
Charge   0
HOMO energy (spin up / spin down)   -8.685 / -8.744 eV
Total energy   -1164.11734 Eh
HOMO-LUMO gap (spin up / spin down)   0.3155 / 0.3164 hartree
LUMO (spin up / spin down)   -0.10 / -0.13 eV
2S+1   1
ΔE to the lowest compared entry with this formula, charge and spin   447.2 kJ/mol
Maximum force   0.129 Eh/bohr

Positions of all 7 atoms, in Å:
O: 0.737 0.187 1.689
N: 0.333 0.216 0.499
O: 0.163 1.349 -0.636
C: -0.290 -0.912 -0.232
Cl: -0.867 -0.816 -1.840
Cl: -0.093 -2.300 0.587
H: 0.017 2.275 -0.068


Record 17
Entry from the OMol25 dataset: an isolated molecule of CHCl2NO2 (ωB97M-V/def2-TZVPD).

Properties
SMILES string   O=[N+]([O-])C(Cl)Cl
Charge   0
HOMO energy   -11.736 eV
Total energy   -1164.18869 Eh
HOMO-LUMO gap   0.3859 hartree
LUMO   -1.23 eV
2S+1   1
ΔE to the lowest compared entry with this formula, charge and spin   259.8 kJ/mol
Maximum force   0.086 Eh/bohr

Positions of all 7 atoms, in Å:
O: 0.626 -0.124 -1.691
N: -0.190 0.120 -0.842
O: -1.336 0.563 -1.102
C: 0.291 -0.184 0.524
Cl: -0.668 -1.525 1.112
Cl: -0.046 1.425 1.665
H: 1.321 -0.275 0.333


Record 18
Entry from the OMol25 dataset: a cluster of 2 separate species, CHCl2O2P in total (ωB97M-V/def2-TZVPD).

Properties
SMILES string   O=CCl.O=PCl
Charge   0
HOMO energy   -9.885 eV
Total energy   -1450.94223 Eh
HOMO-LUMO gap   0.3436 hartree
LUMO   -0.53 eV
2S+1   1
ΔE to the lowest compared entry with this formula, charge and spin   0.0 kJ/mol
Maximum force   0.042 Eh/bohr

Positions of all 7 atoms, in Å:
O: 0.159 -0.183 -1.268
C: -0.439 0.045 -0.269
Cl: -1.918 0.875 -0.288
H: -0.277 -0.208 0.816
O: 1.086 1.157 -3.861
P: -0.101 1.356 -3.011
Cl: 0.360 2.896 -1.795


Record 19
Entry from the OMol25 dataset: a cluster of 2 separate species, CHCl3O in total (ωB97M-V/def2-TZVPD).

Properties
Charge   0
HOMO energy (spin up / spin down)   -10.554 / -8.191 eV
Total energy   -1494.32548 Eh
HOMO-LUMO gap (spin up / spin down)   0.3768 / 0.2168 hartree
LUMO (spin up / spin down)   -0.30 / -2.29 eV
2S+1   1
ΔE to the lowest compared entry with this formula, charge and spin   274.6 kJ/mol
Maximum force   0.038 Eh/bohr

Positions of all 6 atoms, in Å:
C: -1.054 -0.286 -0.436
O: 1.302 0.641 1.260
Cl: 0.279 -0.389 -1.478
Cl: -1.252 -1.450 0.701
Cl: 2.416 0.910 0.143
H: -1.691 0.574 -0.190


Record 20
Entry from the OMol25 dataset: a cluster of 2 separate species, CHCl4OP in total (ωB97M-V/def2-TZVPD).

Properties
Charge   0
HOMO energy (spin up / spin down)   -9.885 / -8.932 eV
Total energy   -2296.02556 Eh
HOMO-LUMO gap (spin up / spin down)   0.3128 / 0.2173 hartree
LUMO (spin up / spin down)   -1.37 / -3.02 eV
2S+1   1
ΔE to the lowest compared entry with this formula, charge and spin   253.0 kJ/mol
Maximum force   0.060 Eh/bohr

Positions of all 8 atoms, in Å:
C: -1.757 -0.236 -0.320
O: 1.754 -0.756 -0.855
P: 1.297 0.052 0.275
Cl: -2.320 1.369 -0.647
Cl: -1.425 -1.250 -1.529
Cl: 2.165 1.823 0.392
Cl: 2.331 -0.492 2.064
H: -2.045 -0.510 0.620